i:
Computed, not measured: 2 unconnected molecules or ions with the total composition C6H10N3O, with wB97M-V/def2-TZVPD.

Structure (ORCA input):
```
! wB97M-V def2-TZVPD RIJCOSX def2/J DEFGRID3
* xyz 1 1
C -0.47064 2.59178 2.96444
C -1.47560 1.57545 2.96281
C 0.07113 1.27073 1.46231
C -1.10899 -0.43746 1.23033
C 0.42477 -0.99365 -1.61188
C 0.29305 0.05045 0.73277
N 0.49404 2.35816 2.11189
N -1.22102 0.84449 1.90683
N 1.54922 -0.16709 -2.17098
O -0.58126 -0.68003 -2.43569
H -0.37104 3.50245 3.61078
H -2.34032 1.27611 3.54294
H -1.65957 -0.66720 0.38989
H -1.03425 -1.27494 1.77995
H 0.47870 -2.02752 -1.47449
H 1.18056 -0.55879 0.77836
H 2.45557 -0.08789 -1.69195
H 1.38927 0.80295 -2.02562
H 1.77167 -0.44906 -3.09077
H -1.39484 -0.60702 -1.88253
*
```

The orbital gap (alpha / beta) comes out at 6.63 / 7.63 eV. As for the HOMO energy (alpha / beta): -10.947 / -11.939 eV.

These are the Löwdin partial charges, in e, on atoms 1 to 2: number 1, C, carries -0.12; number 2, C, carries -0.01

---

ii:
Computed, not measured: a gas-phase ion, C6H10N3O (charge +1), with wB97M-V/def2-TZVPD.

Structure (ORCA input):
```
! wB97M-V def2-TZVPD RIJCOSX def2/J DEFGRID3
* xyz 1 1
C 2.97120 0.39150 0.06831
N 1.59370 0.14044 -0.00500
N 0.68159 1.21210 0.03767
C -0.56292 0.82198 0.03358
N -1.63919 1.59156 -0.03672
C -0.60166 -0.68820 -0.00559
C -1.47463 -1.65374 0.75957
C -1.63385 -1.48819 -0.74589
C 0.87734 -1.06018 -0.03615
O 1.39600 -2.10121 -0.07021
H 3.42186 -0.65026 -0.10790
H 3.28590 1.13717 -0.73873
H 3.18923 0.74745 1.14012
H 1.02117 2.12517 -0.14182
H -2.43099 1.00756 -0.20504
H -1.70243 2.44590 0.39047
H -2.22661 -1.25738 1.45320
H -1.00200 -2.62438 1.21160
H -1.37514 -2.33444 -1.54712
H -2.47500 -0.85439 -0.99978
*
```

As for the SMILES: CN1NC(=[NH2+])C2(CC2)C1=O. The orbital gap comes out at 9.55 eV. As for the HOMO energy: -13.325 eV.

These are the Löwdin partial charges, in e, on atoms 1 to 2: number 1, C, carries -0.02; number 2, N, carries -0.10

---

Of them, ii has the highest stability.

---

i:
Computed, not measured: a molecular structure, C12H12INO4S2Ti, with wB97M-V/def2-TZVPD.

Structure (ORCA input):
```
! wB97M-V def2-TZVPD RIJCOSX def2/J DEFGRID3
* xyz -1 2
Ti -0.76437 -0.03042 0.81268
C 1.62780 1.16773 3.79725
C 1.30054 0.55112 2.46271
S 0.67949 1.70333 1.27707
C 1.46214 -0.76445 2.18838
C 1.99149 -1.74662 3.20656
S 1.05188 -1.46133 0.61473
H 2.04704 2.16069 3.63796
H 2.34234 0.56926 4.36228
H 0.71799 1.28399 4.39067
H 1.49659 -1.62228 4.17053
H 3.06624 -1.60729 3.34909
H 1.82275 -2.76333 2.86356
O -2.59697 -1.61192 3.81723
C -2.71981 -0.85540 2.87335
O -1.62744 -0.32164 2.26746
C -3.99490 -0.46508 2.28216
C -4.10703 0.62504 1.38982
C -5.31439 0.96074 0.83671
C -6.46488 0.20402 1.14758
C -6.36709 -0.87842 2.05303
C -5.15825 -1.19387 2.61219
N -7.69109 0.52405 0.56509
O -7.75101 1.50526 -0.21838
O -8.69740 -0.17235 0.85235
H -3.23326 1.23101 1.16977
H -5.41371 1.80557 0.17093
H -7.26056 -1.43875 2.28335
H -5.06518 -2.01932 3.30520
I -1.52030 1.72119 -1.56069
C -1.73371 -0.37529 -0.96237
H -1.23665 -0.94072 -1.74781
H -2.80557 -0.56450 -0.99740
*
```

The orbital gap (alpha / beta) comes out at 4.39 / 7.93 eV. As for the HOMO energy (alpha / beta): -2.466 / -6.006 eV.

These are the Löwdin partial charges, in e, on atoms 1 to 2: number 1, Ti, carries 0.36; number 2, C, carries -0.12

---

ii:
Computed, not measured: a molecular structure, C12H12INO4S2Ti, with wB97M-V/def2-TZVPD.

Structure (ORCA input):
```
! wB97M-V def2-TZVPD RIJCOSX def2/J DEFGRID3
* xyz -1 2
Ti 0.50479 -0.00622 1.13626
C -0.93803 -3.21630 4.30453
C -0.66635 -2.47941 3.01542
S 0.52388 -1.19112 3.16917
C -1.30088 -2.78676 1.87387
C -2.32270 -3.87394 1.70542
S -0.87167 -1.93344 0.39131
H -0.46754 -2.71042 5.14383
H -0.53470 -4.23028 4.25512
H -2.00744 -3.28818 4.50703
H -2.59910 -4.31402 2.66235
H -1.94924 -4.68147 1.07013
H -3.23151 -3.49127 1.23607
O 3.91448 0.07418 -0.90471
C 2.74047 0.33879 -0.87227
O 1.94336 -0.31399 0.09717
C 2.00034 1.28554 -1.66777
C 0.59372 1.32970 -1.69678
C -0.10074 2.26764 -2.40778
C 0.61109 3.24110 -3.14937
C 2.02949 3.19891 -3.16181
C 2.69310 2.24232 -2.44851
N -0.07273 4.19796 -3.87906
O -1.32967 4.18893 -3.86672
O 0.58033 5.02379 -4.56350
H 0.01272 0.54153 -1.22871
H -1.17978 2.27978 -2.44557
H 2.55438 3.94215 -3.74277
H 3.77557 2.21297 -2.44768
I 0.62605 2.40371 2.15172
C -1.47583 -0.24359 0.59542
H -1.94700 0.13080 -0.30721
H -2.10886 -0.13940 1.47539
*
```

The orbital gap (alpha / beta) comes out at 4.02 / 7.54 eV. As for the HOMO energy (alpha / beta): -2.540 / -5.994 eV.

These are the Löwdin partial charges, in e, on atoms 1 to 2: number 1, Ti, carries 0.19; number 2, C, carries -0.13

---

Of them, ii has the highest stability.

---

i:
Computed, not measured: 2 unconnected molecules or ions with the total composition C3H8NO, with wB97M-V/def2-TZVPD.

Structure (ORCA input):
```
! wB97M-V def2-TZVPD RIJCOSX def2/J DEFGRID3
* xyz -1 1
C -0.14676 0.07462 -0.86518
O -1.55552 0.28439 -0.93159
C 1.38247 0.39700 0.17573
C 0.14658 -0.07326 0.70070
N 2.42083 -0.31720 -0.31484
H 0.06857 -0.91707 -1.27879
H 0.21156 0.76847 -1.62502
H 1.65600 1.45981 0.26971
H -3.27847 -0.14223 0.24268
H -0.56148 0.51844 1.26021
H 0.19239 -1.09723 1.04896
H -3.56105 -0.41803 0.86497
H 3.02490 -0.53770 0.45249
*
```

The orbital gap comes out at 7.34 eV. As for the HOMO energy: -2.789 eV.

These are the Löwdin partial charges, in e, on atoms 1 to 2: number 1, C, carries -0.42; number 2, O, carries -0.44

---

ii:
Computed, not measured: 2 unconnected molecules or ions with the total composition C3H8NO, with wB97M-V/def2-TZVPD.

Structure (ORCA input):
```
! wB97M-V def2-TZVPD RIJCOSX def2/J DEFGRID3
* xyz -1 1
C 0.48341 -2.46777 -0.82909
O -0.02842 -1.15126 -0.61356
H 0.96432 -2.55352 -1.86993
H 1.24019 -2.87172 -0.09213
H -0.41084 -3.22583 -0.84579
C 0.25940 2.23814 0.01390
C -1.11161 0.84228 1.26599
N -0.81452 2.08998 0.99231
H 0.95563 2.98172 0.30772
H -0.18888 2.47322 -0.93568
H 0.83641 1.19184 -0.07221
H -1.18591 0.34298 2.28992
H -0.99918 0.10995 0.38855
*
```

The orbital gap comes out at 6.99 eV. As for the HOMO energy: -2.521 eV.

These are the Löwdin partial charges, in e, on atoms 1 to 2: number 1, C, carries -0.42; number 2, O, carries -0.49

---

iii:
Computed, not measured: a gas-phase ion, C3H8NO (charge -1), with wB97M-V/def2-TZVPD.

Structure (ORCA input):
```
! wB97M-V def2-TZVPD RIJCOSX def2/J DEFGRID3
* xyz -1 1
C -0.14161 1.78843 -0.41537
N -0.07704 0.41078 -1.02267
C 0.75229 -0.61105 -0.22700
C -0.27546 -1.51110 0.86208
O -1.09750 -2.42696 0.22635
H 0.37925 2.58160 -0.98214
H 0.17977 1.69329 0.61379
H -1.19102 2.05846 -0.49499
H -0.99750 0.11188 -0.83759
H 1.53285 -0.03045 0.31197
H 1.11831 -1.32460 -1.01379
H -0.74980 -0.71753 1.51706
H 0.56745 -2.02276 1.46229
*
```

As for the SMILES: CNCC[O-]. The orbital gap comes out at 6.49 eV. As for the HOMO energy: -2.287 eV.

These are the Löwdin partial charges, in e, on atoms 1 to 2: number 1, C, carries -0.17; number 2, N, carries -0.16

---

iv:
Computed, not measured: a molecular structure, C3H8NO, with wB97M-V/def2-TZVPD.

Structure (ORCA input):
```
! wB97M-V def2-TZVPD RIJCOSX def2/J DEFGRID3
* xyz -1 1
C 0.21029 1.57154 1.19174
N 0.57401 -0.08857 0.74014
C -0.25612 -0.29696 -0.44592
C -0.09569 -1.74668 -1.00174
O -0.92502 -1.94651 -2.03720
H 0.87367 1.95329 1.96399
H 0.03277 2.38433 0.46765
H -0.78378 1.42942 1.60673
H 1.03575 0.86723 0.48714
H -1.33542 -0.17501 -0.27192
H -0.02924 0.37131 -1.30275
H 1.00127 -1.86383 -1.23871
H -0.30248 -2.45957 -0.15916
*
```

The orbital gap comes out at 5.74 eV. As for the HOMO energy: -2.000 eV.

These are the Löwdin partial charges, in e, on atoms 1 to 2: number 1, C, carries -0.13; number 2, N, carries -0.05

---

Of them, iii has the highest stability.